Density functional theory data (ωB97M-V/def2-TZVPD) for C23H31As2FHoNO8S3SbSi as an isolated structure.

The geometry in ORCA input format:
```
! wB97M-V def2-TZVPD RIJCOSX def2/J DEFGRID3
* xyz 0 6
Ho 0.6326 1.3010 0.1068
C 4.2280 3.4835 -2.7430
Si 3.3091 3.4160 -1.0985
C 4.1468 2.0452 -0.1771
C 3.2198 4.9087 -0.0256
N 1.6746 2.8445 -1.3090
C 0.7390 3.6114 -1.9285
C 0.7794 3.9168 -3.2983
C -0.3400 4.4435 -3.9291
C -1.4751 4.7549 -3.1973
C -1.5168 4.5456 -1.7986
C -0.3838 4.0311 -1.2241
F -0.4325 3.8620 0.1271
H 5.1743 3.8656 -2.4461
H 3.8044 4.2228 -3.4876
H 4.4154 2.4834 -3.1932
H 5.2535 1.9864 -0.6175
H 3.8237 1.0263 -0.4019
H 4.3575 2.2105 0.8821
H 2.3906 5.7178 -0.1193
H 4.0941 5.4628 0.0037
H 3.1577 4.5766 0.9486
H 1.6433 3.6195 -3.9246
H -0.4974 4.6526 -4.9880
H -2.4057 5.0509 -3.6090
H -2.3827 4.7821 -1.1087
S 2.2968 -0.5919 0.9680
Sb 1.3435 -0.5576 3.1063
S 0.7227 2.0408 2.7479
S -0.7300 0.5589 2.4590
C -4.0663 1.2397 -1.1488
O -3.3883 -0.0268 -1.2183
C -2.1017 -0.0925 -0.8447
O -1.4370 0.9892 -0.7469
C -1.6901 -1.4455 -0.5863
C -0.3826 -1.9590 -0.6848
As -0.0595 -3.8065 -0.0728
C 1.8692 -4.0229 0.2802
C -0.6886 -3.3294 1.7380
C -1.9588 -2.9711 1.8909
As -3.1498 -2.3190 0.4331
C -3.5516 -3.7878 -0.7133
C -2.5150 -2.9287 3.2668
O -1.9203 -2.8148 4.3339
O -3.8802 -3.1910 3.2016
C -4.5878 -3.0768 4.4339
C 0.2229 -3.6784 2.8668
O 1.1142 -2.9294 3.2679
O -0.0118 -4.8543 3.3426
C 0.6115 -5.2075 4.5839
C 0.6238 -1.5816 -1.6181
O 1.2481 -2.3009 -2.3664
O 0.8070 -0.1925 -1.7990
C 1.6616 0.1101 -2.9293
H -3.3644 2.0636 -0.9685
H -4.6917 1.1915 -0.2444
H -4.8364 1.2584 -1.9349
H 2.2227 -3.0916 0.7463
H 2.4185 -4.2675 -0.6484
H 2.0167 -4.9119 0.9387
H -2.7043 -4.3320 -1.0320
H -4.0011 -3.2400 -1.5608
H -4.4121 -4.3110 -0.3242
H -4.5268 -4.0042 5.0705
H -5.6483 -2.8464 4.2174
H -4.1067 -2.1990 4.9956
H 1.3275 -4.4777 4.9283
H 1.0836 -6.2050 4.4499
H -0.2768 -5.2750 5.2207
H 1.0858 0.6594 -3.6226
H 2.1426 -0.8060 -3.3706
H 2.4591 0.6997 -2.4963
*
```

Output
E_LUMO (alpha / beta)   -0.211 / -0.332 eV
Expectation value of S²   8.762
Gap between HOMO and LUMO (alpha / beta)   5.96 / 7.22 eV
HOMO (alpha / beta)   -6.172 / -7.550 eV

=====

Density functional theory data (ωB97M-V/def2-TZVPD) for C23H31AsIN7NdO3 as an isolated structure.

The geometry in ORCA input format:
```
! wB97M-V def2-TZVPD RIJCOSX def2/J DEFGRID3
* xyz 1 4
Nd -1.4062 -0.3786 0.1191
C -4.5565 3.1309 0.6961
C -3.5518 3.2237 1.7600
N -3.6437 4.3849 2.4864
C -2.6943 4.4457 3.4603
C -1.5828 3.6017 3.6354
C -0.4091 4.1906 4.4655
O 0.2413 3.1764 5.2237
C -1.4964 2.3840 2.9192
C -0.4822 1.4344 3.0437
N -0.0518 0.6875 2.0835
C 1.2103 0.0462 2.3247
C 2.3375 0.8721 2.3625
C 3.5917 0.2479 2.3619
C 3.7079 -1.1186 2.0893
C 2.6006 -1.9229 1.9186
C 1.3885 -1.3576 2.2828
I -0.3707 -2.5030 2.6837
C -2.5233 2.2576 1.9586
O -2.7231 1.1298 1.3254
H -5.2285 3.9937 0.9294
H -5.0437 2.0889 0.6477
H -4.1838 3.2826 -0.2922
H -2.7295 5.3282 4.0995
H -0.8228 5.0259 5.0770
H 0.1848 4.8269 3.7812
H 0.4063 3.4876 6.1463
H -0.0885 1.2357 4.0304
H 2.1825 1.9634 2.4765
H 4.5466 0.7603 2.5083
H 4.7224 -1.5448 1.9248
H 2.6954 -3.0148 1.7519
N -3.6091 -2.2376 0.1884
C -3.2837 -3.1603 -0.9247
C -1.7728 -3.5919 -0.8710
N -0.7615 -2.5280 -0.8898
H -3.4463 -2.8505 1.0240
H -4.5976 -2.0152 0.1865
H -3.5660 -2.6841 -1.9034
H -3.8221 -4.1317 -0.8907
H -1.6072 -4.2948 -1.7118
H -1.7018 -4.2245 0.0160
H -0.5898 -2.2696 -1.8588
H 0.1098 -2.7994 -0.4973
C 4.1640 -1.9104 -4.9358
As 3.2431 -2.7353 -3.3324
C 4.1645 -1.6981 -1.8540
C 4.3157 -4.3505 -3.1007
H 3.6030 -1.0341 -5.3765
H 4.1841 -2.7151 -5.6645
H 5.1396 -1.6210 -4.6490
H 5.2593 -1.8698 -1.9979
H 3.8561 -2.2565 -0.9691
H 3.9150 -0.6567 -1.9199
H 5.3808 -4.1837 -3.3659
H 3.8784 -5.0486 -3.8141
H 4.4100 -4.7262 -2.0740
N -2.7506 1.7048 -3.8246
C -2.0005 1.2590 -2.8040
O -2.4724 0.4633 -1.9257
C -0.6309 1.8263 -2.7249
C 0.1051 1.1303 -1.7930
N 0.5915 0.4278 -0.9632
C -0.1691 2.6748 -3.7501
N 0.2238 3.2440 -4.6619
H -3.5188 1.1678 -4.0788
H -2.4708 2.3295 -4.5686
*
```

Output
E_LUMO (alpha / beta)   -3.085 / -3.022 eV
Expectation value of S²   3.753
Gap between HOMO and LUMO (alpha / beta)   7.10 / 7.16 eV
HOMO (alpha / beta)   -10.186 / -10.186 eV

=====

Density functional theory data (ωB97M-V/def2-TZVPD) for C23H31Cl2N4O3Sc as an isolated structure.

The geometry in ORCA input format:
```
! wB97M-V def2-TZVPD RIJCOSX def2/J DEFGRID3
* xyz 0 1
O -3.0244 -2.5360 0.2382
C -3.6047 -3.1293 -0.6638
C -4.8334 -3.9667 -0.4993
C -5.5240 -3.9439 0.7232
H -5.3404 -3.1271 1.4186
C -6.4418 -4.9518 1.0467
H -6.9384 -4.9387 2.0216
C -6.7282 -5.9591 0.1126
H -7.3830 -6.7901 0.4027
C -6.1689 -5.8824 -1.1731
H -6.4662 -6.6134 -1.9271
C -5.2346 -4.8838 -1.4836
H -4.8133 -4.7951 -2.4820
H -3.2134 -3.0649 -1.7021
C 0.7492 -3.4237 -0.4098
C 1.0342 -2.0275 -0.7402
H 1.6437 -4.0612 -0.5092
H -0.0146 -3.7764 -1.1204
H 0.3121 -3.5586 0.5894
C 2.0829 -1.4515 -1.2782
C 3.5001 -1.9683 -1.1388
H 2.0103 -0.5453 -1.8936
H 3.5027 -3.0606 -1.0662
H 3.9896 -1.5569 -0.2437
H 4.0786 -1.6803 -2.0199
Sc -0.5805 -0.2357 -0.3332
Cl -0.8571 -1.2948 1.7859
Cl -1.3936 -1.4436 -2.2042
H -5.0166 0.3614 1.9418
H -4.5922 1.6653 3.6867
C -4.0298 0.3554 1.4694
C -3.5042 1.6419 3.5322
N -3.2319 1.3838 2.1231
H -4.1186 0.5607 0.3951
C -2.1059 1.8239 1.5714
O -1.6666 1.3752 0.4722
H -3.0564 2.6030 3.8259
H -1.5802 2.6089 2.1456
H -3.5648 -0.6293 1.6056
H -3.0791 0.8370 4.1605
H 1.4947 3.4202 -4.2467
H -0.9067 3.7151 -5.0739
C 1.2959 2.3533 -4.0877
C -1.0296 2.6363 -4.9221
N -0.1382 2.1651 -3.8718
H 1.8635 1.9865 -3.2306
C -0.6260 1.5781 -2.7893
O 0.1149 1.1247 -1.8584
H -2.0601 2.4248 -4.6244
H -1.7239 1.4632 -2.7303
H 1.5953 1.8177 -4.9973
H -0.8139 2.1268 -5.8683
N 6.1034 3.3205 2.1898
C 5.0591 2.8344 1.9623
C 3.7769 2.2438 1.6393
C 2.9122 2.8917 0.7521
C 1.7539 2.2237 0.3333
N 1.4392 0.9763 0.7321
C 2.2219 0.4086 1.6642
C 3.3737 1.0178 2.1782
H 3.1131 3.8919 0.3736
H 1.0617 2.6909 -0.3693
H 1.8907 -0.5807 1.9999
H 3.9328 0.5182 2.9694
*
```

Output
E_LUMO   -0.316 eV
Gap between HOMO and LUMO   4.93 eV
HOMO   -5.243 eV

=====

Density functional theory data (ωB97M-V/def2-TZVPD) for C23H31ClO3Pd as an isolated structure.

The geometry in ORCA input format:
```
! wB97M-V def2-TZVPD RIJCOSX def2/J DEFGRID3
* xyz 2 1
C 2.9719 4.0232 -2.8785
O 2.2920 3.3205 -1.8308
C 0.9182 3.2800 -1.8953
C 0.3806 1.8829 -2.1987
C 0.2534 1.5997 -3.7029
C -1.2264 1.3179 -4.0372
C -1.5644 -0.1403 -3.6638
C -2.8503 -0.3258 -2.8439
C -2.9627 0.5725 -1.6262
C -2.0102 0.1794 -0.4961
C -2.3551 0.9566 0.7977
C -1.3190 0.8326 1.8349
C -0.6643 2.0198 2.2823
C 0.3360 1.9761 3.2490
C 0.7385 0.7544 3.7754
C 0.1150 -0.4309 3.3536
C -0.9057 -0.3951 2.4268
C -1.5635 -1.7059 2.1139
O -2.7329 -1.7550 1.8502
C -0.7166 -2.9010 2.2255
C 0.2963 -2.9247 3.1023
C 1.1668 -4.1328 3.2739
C 2.5335 -3.9855 2.6003
C 3.1702 -5.3437 2.3492
Cl 2.4027 -3.1198 1.0182
C 0.5629 -1.7369 3.9250
O 1.0944 -1.7705 4.9918
H 2.4213 4.8973 -3.2140
H 3.1503 3.3536 -3.7170
H 3.9372 4.3258 -2.4946
H 0.4923 4.0228 -2.5696
H 0.5404 3.4999 -0.8253
H -0.5938 1.8044 -1.7291
H 1.0300 1.1709 -1.6919
H 0.6167 2.4266 -4.3139
H 0.8318 0.7202 -3.9631
H -1.8754 2.0250 -3.5297
H -1.3669 1.4800 -5.1011
H -1.6981 -0.6941 -4.5886
H -0.7131 -0.6127 -3.1786
H -2.9069 -1.3768 -2.5730
H -3.7024 -0.1387 -3.4937
H -2.7929 1.6193 -1.8663
H -3.9749 0.4817 -1.2383
H -2.0335 -0.8953 -0.3801
H -0.9827 0.4254 -0.7588
H -2.3699 2.0098 0.5209
H -3.3424 0.7055 1.1826
H -0.9906 2.9712 1.8897
H 0.7847 2.8923 3.5988
H 1.5180 0.7370 4.5222
H -0.9541 -3.7582 1.6186
H 0.6324 -4.9792 2.8555
H 1.2866 -4.3122 4.3402
H 3.1593 -3.3537 3.2196
H 2.9718 -6.0003 3.1888
H 4.2368 -5.2130 2.2039
H 2.7705 -5.7573 1.4319
Pd 1.5560 3.4752 0.6578
*
```

Output
E_LUMO   -12.090 eV
Gap between HOMO and LUMO   3.13 eV
HOMO   -15.223 eV